# 1
10
Properties=species:S:1:pos:R:3:lowdin_charge:R:1 method="wB97M-V/def2-TZVPD" e_homo_ev="-8.3 / -8.3" lumo_energy_ha="-0.0144 / -0.0144" homo_lumo_gap_ev="7.90 / 7.90"
C 2.9531 0.5931 0.1209 0.149
C 1.3145 -1.1268 -0.2305 -0.158
C -2.3150 0.4248 -0.0107 -0.467
N 2.0145 -0.1057 -0.0587 -0.024
N 0.1850 -1.5375 0.0294 -0.132
N -0.7934 -2.1291 0.0880 0.177
N -3.2501 -0.3109 -0.0316 0.190
O -1.5456 1.2887 -0.0313 0.141
H 3.4197 1.5141 -0.0830 0.060
H -3.3535 -1.2923 0.0931 0.063

---

# 2
14
Properties=species:S:1:pos:R:3:lowdin_charge:R:1 method="wB97M-V/def2-TZVPD" e_homo_ev=-9.1 lumo_energy_ha=0.0282 homo_lumo_gap_ev=9.83
O 0.5149 -2.2193 -0.4436 0.111
C 0.0474 -1.1320 -0.1952 -0.323
C -1.3463 -0.6110 -0.4649 -0.129
N -1.1845 0.8373 -0.5560 -0.057
C 0.1874 1.2501 -0.2033 -0.141
C 0.8599 0.0090 0.3967 -0.316
O 2.2179 -0.1172 0.0852 -0.004
H -1.7689 -1.0791 -1.3597 0.130
H -1.9948 -0.8783 0.3832 0.125
H -1.5114 1.2248 -1.4297 0.106
H 0.1514 2.0737 0.5167 0.112
H 0.7832 1.5783 -1.0651 0.125
H 0.7032 -0.0190 1.4907 0.166
H 2.3527 -1.0614 -0.1047 0.094